1.
Entry from OMol25: C32H20NO3PS6Ta as an isolated structure (ωB97M-V with the def2-TZVPD basis set).

Geometry (Å):
Ta (-0.84323, -1.06790, 0.38875)
S (4.89725, -5.65954, 0.51949)
C (3.57215, -4.73079, 0.57245)
S (3.31301, -3.49889, 1.78226)
C (1.78245, -2.93679, 1.17032)
C (1.28208, -3.57919, 0.09905)
S (-0.13310, -3.02155, -0.75115)
S (2.24524, -4.87821, -0.54827)
S (0.97238, -1.57802, 1.89287)
C (3.28130, 3.69266, 1.53387)
C (2.16686, 3.12865, 2.13812)
C (1.43700, 2.15235, 1.47799)
C (1.82441, 1.73253, 0.20816)
C (2.95305, 2.29459, -0.39063)
C (3.67442, 3.27567, 0.27006)
P (0.88864, 0.49809, -0.71704)
C (2.13977, -0.49809, -1.56466)
C (1.94740, -0.90340, -2.88358)
C (2.86027, -1.75820, -3.48281)
C (3.95699, -2.21758, -2.76726)
C (4.15292, -1.81438, -1.45318)
C (3.24778, -0.95538, -0.85110)
C (-0.09838, 1.29878, -1.99330)
C (0.22555, 2.44672, -2.66535)
C (-0.60256, 2.89791, -3.71575)
C (-1.71139, 2.18441, -4.07386)
C (-2.07079, 0.99849, -3.38777)
C (-3.21881, 0.24027, -3.72667)
C (-3.54630, -0.88412, -3.02966)
C (-2.75120, -1.30219, -1.93856)
C (-1.62381, -0.59985, -1.56508)
C (-1.26319, 0.56218, -2.31880)
H (3.84995, 4.45371, 2.05134)
H (1.86718, 3.44675, 3.12753)
H (0.56933, 1.72347, 1.95895)
H (3.28237, 1.95221, -1.36393)
H (4.54878, 3.70649, -0.19872)
H (1.08389, -0.56063, -3.43988)
H (2.71305, -2.06941, -4.50818)
H (4.66241, -2.89088, -3.23588)
H (5.00897, -2.17125, -0.89492)
H (3.40665, -0.64219, 0.17412)
H (1.10910, 3.01103, -2.39772)
H (-0.34941, 3.80804, -4.24163)
H (-2.33876, 2.52532, -4.88823)
H (-3.83820, 0.57051, -4.55175)
H (-4.42599, -1.45389, -3.29657)
H (-3.06463, -2.18525, -1.39051)
O (-3.88501, 1.30130, 0.74224)
S (-2.93560, 0.57736, 1.50359)
O (-1.48791, 0.91409, 1.19936)
N (-2.83772, -1.03787, 1.29427)
C (-2.77714, -1.69533, 2.56244)
O (-2.27693, -2.77855, 2.68990)
C (-3.21221, -0.75994, 3.64858)
C (-3.48658, -1.06533, 4.96673)
C (-3.84863, -0.02272, 5.81313)
C (-3.92761, 1.28991, 5.35197)
C (-3.64534, 1.60538, 4.02855)
C (-3.28097, 0.55349, 3.21183)
H (-3.42694, -2.08753, 5.31460)
H (-4.08152, -0.23310, 6.84783)
H (-4.21949, 2.07680, 6.03378)
H (-3.71324, 2.61879, 3.65829)

Properties
Relative energy (zero: lowest compared OMol25 entry of this formula, charge and spin) = 0.0 kJ/mol
F_max = 1.07 eV Å⁻¹
Total energy = -116989.07743 eV
2S+1 = 1
Net charge = +1

---

2.
Entry from OMol25: C32H22F9MnN2O11P3S as an isolated structure (ωB97M-V with the def2-TZVPD basis set).

Geometry (Å):
Mn (-2.83944, 0.67623, 0.52182)
O (-2.81150, 6.30003, -1.45129)
C (-1.61005, 6.10185, -0.94777)
O (-0.79882, 6.99558, -0.80860)
C (-1.28925, 4.70782, -0.56864)
C (-0.06160, 4.27912, -0.10267)
N (-0.15722, 2.95328, 0.07976)
N (-1.37005, 2.48636, -0.23244)
C (-2.07801, 3.54067, -0.59671)
C (-3.55219, 3.35597, -0.81447)
O (-4.17989, 4.32082, -1.30367)
O (-4.00984, 2.26664, -0.40854)
H (-3.35360, 5.42947, -1.47401)
H (0.83467, 4.83434, 0.10793)
H (0.48566, 2.31660, 0.52909)
O (-4.56750, -0.46147, -1.13405)
P (-5.02251, -1.26014, 0.21254)
O (-6.37696, -1.81639, 0.13818)
O (-4.55707, -0.31834, 1.29399)
O (-3.92483, -2.49145, 0.18106)
P (-2.51257, -2.37092, -0.58759)
O (-1.74085, -3.62518, 0.07485)
O (-2.63591, -2.59826, -2.04411)
O (-1.82062, -1.09310, -0.14279)
H (-4.55811, -1.02680, -1.91843)
H (-1.82186, -3.59798, 1.03530)
S (-1.41425, 1.25960, 2.55304)
C (-1.77877, 0.36155, 4.01308)
C (-2.80263, -0.58737, 4.08844)
C (-3.02811, -1.29323, 5.25815)
C (-2.24720, -1.08057, 6.38753)
C (-1.23515, -0.13176, 6.32710)
C (-1.00783, 0.57770, 5.16114)
H (-3.43323, -0.75687, 3.22346)
H (-3.83288, -2.01854, 5.28382)
H (-2.42590, -1.64048, 7.29721)
H (-0.61601, 0.06027, 7.19667)
H (-0.21812, 1.31698, 5.12188)
F (7.42585, 1.73999, -0.39487)
C (6.81289, 1.17708, 0.67084)
F (7.01110, 2.00668, 1.71048)
F (7.51186, 0.04960, 0.94148)
C (5.36570, 0.89618, 0.41028)
C (5.02527, 0.16625, -0.72942)
C (3.70289, -0.13099, -0.97990)
C (2.69946, 0.29724, -0.10951)
C (3.05404, 1.02545, 1.02099)
C (4.38311, 1.32658, 1.28868)
P (0.91065, -0.10244, -0.30690)
C (0.64632, 0.20294, -2.09095)
C (1.30482, 1.27085, -2.70778)
C (0.99756, 1.64199, -4.00266)
C (0.02052, 0.94355, -4.70460)
C (-0.65597, -0.10341, -4.09843)
C (-0.35399, -0.46430, -2.79409)
C (-0.29039, 1.36369, -6.10776)
F (0.81361, 1.35231, -6.89896)
F (-0.77214, 2.62248, -6.17536)
F (-1.19307, 0.56910, -6.70867)
C (1.06043, -1.91847, -0.14954)
C (1.03445, -2.39011, 1.16204)
C (1.22257, -3.73087, 1.42998)
C (1.40597, -4.62167, 0.37841)
C (1.38775, -4.17104, -0.93249)
C (1.22491, -2.81963, -1.19385)
C (1.57218, -6.07849, 0.67917)
F (2.34883, -6.29044, 1.76806)
F (0.40090, -6.69693, 0.93449)
F (2.14843, -6.75910, -0.33460)
H (5.79878, -0.16471, -1.41008)
H (3.43881, -0.70290, -1.86038)
H (2.28321, 1.34436, 1.71292)
H (4.64603, 1.89130, 2.17176)
H (2.05978, 1.83098, -2.17139)
H (1.50909, 2.47683, -4.46471)
H (-1.43491, -0.63743, -4.62439)
H (-0.93799, -1.25201, -2.33498)
H (0.84668, -1.69744, 1.97409)
H (1.21513, -4.08778, 2.45138)
H (1.50315, -4.86945, -1.74973)
H (1.21577, -2.47793, -2.21926)

Properties
Relative energy (zero: lowest compared OMol25 entry of this formula, charge and spin) = 63.1 kJ/mol
F_max = 1.23 eV Å⁻¹
Total energy = -153540.83187 eV
2S+1 = 6
<S²> = 8.75
Net charge = -2

---

3.
Entry from OMol25: C32H23AsN5O4RuS3 as an isolated structure (ωB97M-V with the def2-TZVPD basis set).

Geometry (Å):
Ru (-0.30918, 0.32408, 0.50179)
O (1.08848, -0.65087, -3.99970)
C (1.17972, -0.77209, -2.66654)
O (0.77193, -1.72332, -2.05807)
C (1.85763, 0.40953, -2.04044)
C (2.82747, 1.09273, -2.75147)
C (3.58161, 2.06105, -2.09935)
C (3.32341, 2.30990, -0.76918)
C (2.29660, 1.61486, -0.14155)
N (1.56785, 0.68588, -0.76110)
C (1.95326, 1.95318, 1.30318)
O (2.60172, 2.80232, 1.87326)
O (0.93625, 1.32343, 1.79338)
H (0.70856, -1.47499, -4.34161)
H (3.00446, 0.84087, -3.78563)
H (4.36112, 2.59525, -2.62517)
H (3.86774, 3.03971, -0.18725)
N (-0.09019, 3.99445, 0.47422)
C (-0.75193, 3.41984, -0.55373)
N (-0.95124, 2.12964, -0.66485)
C (-1.70580, 1.82511, -1.78852)
C (-2.00231, 2.87891, -2.57626)
S (-1.40004, 4.33315, -1.86846)
C (-2.09970, 0.42186, -1.94121)
C (-2.91115, -0.11746, -2.87208)
S (-3.02746, -1.82227, -2.63956)
C (-1.96237, -1.71207, -1.28222)
N (-1.57657, -0.48094, -1.01192)
N (-1.62506, -2.80318, -0.58005)
H (-0.00598, 3.46539, 1.33504)
H (-0.15930, 4.99132, 0.59533)
H (-2.56083, 2.89675, -3.49603)
H (-3.45167, 0.37833, -3.65952)
H (-1.84812, -3.70953, -0.95263)
H (-0.79732, -2.74359, -0.00933)
C (-4.69165, -2.44803, 3.88977)
C (-4.52096, -2.41986, 2.51183)
C (-3.77350, -1.40917, 1.92855)
C (-3.20699, -0.41876, 2.72467)
C (-3.38087, -0.44198, 4.10197)
C (-4.12206, -1.46339, 4.68242)
As (-2.17118, 0.95803, 1.86037)
C (-3.49721, 2.18995, 1.19122)
C (-4.42770, 1.99539, 0.18458)
C (-5.31918, 3.01420, -0.12175)
C (-5.27388, 4.21175, 0.58130)
C (-4.35408, 4.39790, 1.60230)
C (-3.45979, 3.38162, 1.92247)
C (-2.46254, 3.42675, 3.01609)
C (-2.22972, 4.51003, 3.85563)
C (-1.25524, 4.41754, 4.83921)
C (-0.50096, 3.26005, 4.98980)
C (-0.71787, 2.17389, 4.15356)
C (-1.70500, 2.26265, 3.18515)
H (-5.27158, -3.23952, 4.34538)
H (-4.96921, -3.18667, 1.89354)
H (-3.63468, -1.39570, 0.85338)
H (-2.94209, 0.32946, 4.72280)
H (-4.25569, -1.48621, 5.75578)
H (-4.47211, 1.05849, -0.35780)
H (-6.05451, 2.87237, -0.90272)
H (-5.97204, 5.00246, 0.34097)
H (-4.34970, 5.32771, 2.15583)
H (-2.80111, 5.42303, 3.75142)
H (-1.07660, 5.26114, 5.49267)
H (0.26707, 3.20954, 5.74940)
H (-0.10602, 1.28502, 4.23816)
S (-0.04086, -2.23530, 2.64581)
C (-0.11200, -1.11156, 1.59160)

Properties
Relative energy (zero: lowest compared OMol25 entry of this formula, charge and spin) = 0.0 kJ/mol
F_max = 0.60 eV Å⁻¹
Total energy = -145123.15153 eV
2S+1 = 1
Net charge = +1

---

4.
Entry from OMol25: C32H23BF4MoN5OS2 as an isolated structure (ωB97M-V with the def2-TZVPD basis set).

Geometry (Å):
Mo (-0.18470, 0.27260, 0.07080)
C (0.63340, -0.37420, 4.34520)
C (-0.63500, -0.27360, 4.89930)
C (-1.73330, -0.11870, 4.07990)
C (-1.56290, -0.06080, 2.69200)
C (-0.28550, -0.17080, 2.10950)
C (0.79690, -0.33350, 2.97220)
C (-2.64050, 0.08400, 1.73960)
C (-3.99180, 0.20900, 2.11820)
C (-4.96030, 0.35950, 1.17130)
C (-4.60300, 0.27350, -0.19230)
C (-5.56890, 0.30820, -1.21390)
C (-5.20990, 0.15060, -2.52560)
C (-3.86540, -0.06230, -2.84850)
C (-2.89720, -0.07800, -1.87350)
C (-3.22960, 0.10850, -0.51920)
N (-2.25380, 0.11090, 0.44790)
H (1.49340, -0.48150, 4.98800)
H (-0.75820, -0.31540, 5.97010)
H (-2.70870, -0.02360, 4.52990)
H (1.80270, -0.39750, 2.57430)
H (-4.23890, 0.21460, 3.16600)
H (-5.99390, 0.50820, 1.44150)
H (-6.60210, 0.43450, -0.92950)
H (-5.95570, 0.16620, -3.30500)
H (-3.59000, -0.22680, -3.87910)
H (-1.87030, -0.30290, -2.13800)
O (1.65060, -0.14040, 0.14700)
N (2.28360, -1.26150, -0.09150)
C (3.62910, -1.29550, -0.01870)
C (4.30310, -2.46360, -0.25850)
C (3.58110, -3.62160, -0.56860)
C (2.20520, -3.56600, -0.63560)
C (1.54360, -2.36310, -0.39080)
S (-0.16990, -2.15950, -0.45710)
H (4.09760, -0.35190, 0.22680)
H (5.37920, -2.48150, -0.21190)
H (4.08810, -4.55500, -0.75200)
H (1.60880, -4.43180, -0.87430)
N (-0.41800, 3.82480, -2.15010)
C (-0.26020, 4.73610, -1.08830)
C (0.52670, 5.86910, -1.23590)
C (0.73100, 6.69880, -0.14600)
C (0.16830, 6.40410, 1.08420)
C (-0.60720, 5.26780, 1.24090)
C (-0.82590, 4.45080, 0.14940)
S (-1.83340, 2.99270, 0.23340)
N (-0.92250, 1.97200, -0.79870)
C (-0.44280, 2.48860, -1.91510)
C (0.11480, 1.56410, -2.88010)
C (0.35100, 1.88460, -4.22420)
C (0.92080, 0.93310, -5.04490)
C (1.24280, -0.31190, -4.51010)
C (0.94920, -0.55220, -3.18210)
N (0.39520, 0.34700, -2.37530)
H (0.00330, 4.11960, -3.02190)
H (0.98210, 6.08600, -2.19260)
H (1.35220, 7.57180, -0.25930)
H (0.33810, 7.05110, 1.92980)
H (-1.01570, 5.00040, 2.20020)
H (0.06010, 2.84170, -4.63220)
H (1.11280, 1.15210, -6.08310)
H (1.68780, -1.08060, -5.12220)
H (1.15670, -1.52380, -2.75670)
F (0.72310, 2.28740, 1.38370)
B (2.01560, 2.62880, 0.83680)
F (1.82210, 2.43870, -0.55150)
F (2.32490, 3.91020, 1.11460)
F (2.92290, 1.72610, 1.30230)

Properties
Relative energy (zero: lowest compared OMol25 entry of this formula, charge and spin) = 59.1 kJ/mol
F_max = 1.94 eV Å⁻¹
Total energy = -78129.56296 eV
2S+1 = 3
<S²> = 2.02
Net charge = +1